A molecular structure, C22H15O5PYb in a non-equilibrium geometry. Source: the OMol25 dataset; level of theory: ωB97M-V/def2-TZVPD.

Properties
Expectation value of S²: 0.751
Frontier orbital gap (alpha / beta), eV: 4.41 / 4.05
ΔE to the lowest compared entry with this formula, charge and spin, kcal per mole: 0.0
Multiplicity: 2
Net charge: +3
Largest force on an atom, eV Å⁻¹: 5.93

CARTESIAN COORDINATES (ANGSTROEM)
1 Yb -1.46965 2.06821 -2.19361
2 O -2.76335 2.30893 -5.61114
3 C -2.36597 2.26290 -4.53489
4 C -3.09190 2.49078 -0.38707
5 O -3.71952 2.62669 0.56994
6 C 0.37460 3.60291 -1.63314
7 O 1.25386 4.22104 -1.21692
8 C -2.05605 4.42072 -1.72298
9 O -2.27201 5.48685 -1.35909
10 O -0.59347 0.68651 -0.99495
11 P 0.07665 -0.35784 -0.07547
12 C 1.65278 0.31826 0.43494
13 C 2.85854 -0.41287 0.42097
14 C 4.04639 0.19475 0.84446
15 C 4.02326 1.49973 1.35219
16 C 2.82519 2.21731 1.39033
17 C 1.65436 1.63650 0.91847
18 C -0.95404 -0.52585 1.37607
19 C -1.32280 -1.76588 1.93745
20 C -2.13340 -1.79993 3.07821
21 C -2.50851 -0.60610 3.70702
22 C -2.11982 0.62334 3.16929
23 C -1.36472 0.66149 2.00370
24 C 0.20534 -1.80627 -1.05946
25 C -0.84730 -2.73501 -1.09022
26 C -0.70240 -3.91852 -1.81641
27 C 0.45564 -4.13699 -2.57265
28 C 1.45391 -3.15648 -2.63408
29 C 1.31393 -1.97506 -1.90491
30 H 2.86766 -1.45066 0.08081
31 H 4.98548 -0.35856 0.78615
32 H 4.93741 1.95346 1.73086
33 H 2.79313 3.23644 1.79309
34 H 0.71615 2.20007 0.95558
35 H -0.97735 -2.69794 1.48563
36 H -2.46077 -2.76094 3.47869
37 H -3.09402 -0.63339 4.62440
38 H -2.39965 1.56483 3.65706
39 H -1.05729 1.62695 1.58747
40 H -1.76204 -2.54271 -0.52067
41 H -1.48362 -4.67616 -1.76546
42 H 0.58898 -5.08056 -3.10297
43 H 2.35590 -3.31621 -3.22434
44 H 2.08052 -1.19472 -1.96237

Atoms 1-6, force components in eV/Å:
0.82 -1.34 1.08
1.64 -0.14 4.49
-1.87 0.08 -5.18
-3.28 -0.13 4.93
2.66 -0.45 -4.26
5.00 2.52 1.96

Results of the Mulliken charge analysis, in e, for atoms 1 through 4:
1. Yb 0.26
2. O 0.03
3. C 0.16
4. C 0.23



A molecular structure, C22H16BrF9MoN2O3PS4. Source: the OMol25 dataset; level of theory: ωB97M-V/def2-TZVPD.

Properties
Expectation value of S²: 0.769
Frontier orbital gap (alpha / beta), eV: 6.83 / 7.13
ΔE to the lowest compared entry with this formula, charge and spin, kcal per mole: 7.4
Multiplicity: 2
Largest force on an atom, eV Å⁻¹: 0.34

CARTESIAN COORDINATES (ANGSTROEM)
1 Mo -0.12471 0.28231 1.18228
2 C 2.68212 4.24508 -1.75651
3 C 3.07152 4.28540 -0.30073
4 O 3.43936 2.96349 0.18316
5 P 2.38793 1.92722 0.73716
6 S 1.44914 0.88716 -0.69257
7 S 0.97857 2.69029 1.85888
8 O 3.29610 0.88660 1.50027
9 C 4.39264 1.29411 2.35965
10 C 4.90780 0.05934 3.04966
11 H 2.48850 5.26041 -2.10500
12 H 1.77676 3.65741 -1.90641
13 H 3.48108 3.82142 -2.36433
14 H 2.26491 4.66743 0.32668
15 H 3.96150 4.88758 -0.12901
16 H 4.01949 2.03251 3.07374
17 H 5.15221 1.76104 1.73312
18 H 4.13092 -0.40771 3.65371
19 H 5.73707 0.33048 3.70342
20 H 5.26495 -0.66656 2.32038
21 S -2.11891 -0.88108 1.13493
22 C -1.68342 -2.55311 1.32232
23 C -2.60988 -3.51078 1.74429
24 C -2.23542 -4.83656 1.82516
25 C -3.19841 -5.80428 2.28124
26 N -3.98820 -6.55220 2.64753
27 C -0.93004 -5.22638 1.46502
28 C -0.02067 -4.28310 1.03145
29 C -0.39588 -2.93885 0.96717
30 S 0.71519 -1.72421 0.39522
31 C -0.52714 -6.60574 1.54494
32 N -0.18177 -7.69887 1.60248
33 H -3.61368 -3.21922 2.02168
34 H 0.97954 -4.58853 0.75680
35 Br -4.57734 4.32177 -2.00377
36 C -3.34151 3.18333 -1.13495
37 C -3.04330 3.38836 0.19781
38 C -2.12617 2.55212 0.82739
39 C -1.51195 1.51386 0.13430
40 C -1.85096 1.31523 -1.20498
41 C -2.75144 2.14908 -1.84592
42 H -3.51438 4.19226 0.74620
43 H -1.90918 2.73815 1.87154
44 H -1.41262 0.49897 -1.76733
45 H -2.99996 1.99006 -2.88598
46 F -2.15120 1.19868 3.88695
47 C -1.18021 1.10185 4.79892
48 F -1.73761 0.83727 5.98089
49 F -0.57732 2.29262 4.87250
50 C -0.16066 0.00317 4.38244
51 O 0.14378 0.12511 3.05993
52 C 1.17406 0.19268 5.17408
53 F 1.89224 1.18434 4.65317
54 F 1.91145 -0.92259 5.10363
55 F 0.95036 0.46992 6.46139
56 C -0.74295 -1.41069 4.69147
57 F -0.09482 -2.34364 3.99554
58 F -2.03723 -1.47509 4.35796
59 F -0.63615 -1.70495 5.98950

Atoms 1-6, force components in eV/Å:
-0.18 0.27 -0.09
-0.03 0.03 -0.07
0.03 -0.03 0.09
0.00 0.07 0.00
0.14 -0.07 -0.12
0.05 -0.19 -0.05

Results of the Mulliken charge analysis, in e, for atoms 1 through 4:
1. Mo -0.59
2. C -0.96
3. C -0.31
4. O -0.34



A molecular structure, C22H16Cl3N10O2PRu in a non-equilibrium geometry. Source: the OMol25 dataset; level of theory: ωB97M-V/def2-TZVPD.

Properties
Expectation value of S²: 6.019
Frontier orbital gap (alpha / beta), eV: 7.68 / 6.01
Multiplicity: 5
Largest force on an atom, eV Å⁻¹: 1.95

CARTESIAN COORDINATES (ANGSTROEM)
1 Ru 0.04254 -0.55544 0.16395
2 N -0.10402 -3.72370 -1.47495
3 C -0.08315 -3.58895 -0.12458
4 N -0.38921 -4.52379 0.75626
5 N -0.25145 -3.95613 1.96017
6 N 0.13263 -2.73579 1.85715
7 N 0.28910 -2.46591 0.53407
8 C -0.06518 -2.64978 -2.33533
9 N -0.16518 -2.73724 -3.64942
10 N -0.07134 -1.47651 -4.09065
11 N 0.08486 -0.65719 -3.10681
12 N 0.09418 -1.36945 -1.96602
13 H -0.39026 -4.61143 -1.85333
14 Cl -4.05378 -0.40715 -1.94734
15 C -3.29098 0.91962 -1.07639
16 Cl -2.82537 2.19521 -2.18786
17 Cl -4.40198 1.55618 0.15962
18 C -2.07444 0.40996 -0.27992
19 O -1.10784 1.19514 -0.05214
20 O -2.08114 -0.76985 0.14689
21 N 1.80123 0.05770 0.39476
22 P 3.28433 -0.53061 0.25475
23 C 3.83924 -1.36750 1.75758
24 C 5.11101 -1.93706 1.77798
25 C 5.52748 -2.62351 2.90386
26 C 4.68543 -2.72491 4.00558
27 C 3.43106 -2.13589 3.98994
28 C 3.00045 -1.45292 2.86141
29 C 4.47748 0.80001 0.00398
30 C 5.50169 0.73618 -0.93335
31 C 6.44244 1.75477 -0.98200
32 C 6.36801 2.81601 -0.09259
33 C 5.34743 2.87471 0.84778
34 C 4.39938 1.86847 0.89689
35 C 3.41251 -1.72475 -1.09069
36 C 3.33311 -1.26518 -2.40478
37 C 3.35912 -2.17531 -3.44671
38 C 3.44548 -3.53489 -3.18105
39 C 3.48633 -3.99229 -1.87159
40 C 3.46669 -3.09004 -0.82101
41 H 5.75868 -1.84520 0.91345
42 H 6.50578 -3.08554 2.92456
43 H 5.01389 -3.27225 4.87944
44 H 2.78475 -2.21769 4.85348
45 H 2.01817 -1.00671 2.81784
46 H 5.56548 -0.09967 -1.61779
47 H 7.23694 1.71312 -1.71522
48 H 7.11395 3.59909 -0.12998
49 H 5.29553 3.70109 1.54400
50 H 3.58813 1.89522 1.61524
51 H 3.22607 -0.20564 -2.60400
52 H 3.28261 -1.83061 -4.46892
53 H 3.46472 -4.24095 -4.00022
54 H 3.51739 -5.05529 -1.67064
55 H 3.49321 -3.44360 0.20173

Atoms 1-6, force components in eV/Å:
1.81 0.62 -0.38
-0.03 -0.02 0.06
0.08 0.15 0.47
0.02 -0.22 -0.47
0.13 0.34 0.14
0.06 -0.29 0.28

Results of the Mulliken charge analysis, in e, for atoms 1 through 4:
1. Ru 0.43
2. N 0.10
3. C 0.46
4. N -0.53



A molecular structure, C22H16ClN2O5V. Source: the OMol25 dataset; level of theory: ωB97M-V/def2-TZVPD.

Properties
Frontier orbital gap (alpha / beta), eV: 5.04 / 5.05
ΔE to the lowest compared entry with this formula, charge and spin, kcal per mole: 1.8
Net charge: +2
Largest force on an atom, eV Å⁻¹: 0.49

CARTESIAN COORDINATES (ANGSTROEM)
1 V 0.19794 -0.62754 -0.79256
2 C 3.79099 -1.61008 -2.68674
3 O 4.57500 -1.79140 -1.50058
4 C 4.03324 -2.00019 -0.30599
5 C 4.91318 -2.45336 0.68915
6 C 4.51204 -2.72928 1.98494
7 C 3.19267 -2.56291 2.35933
8 C 2.27626 -2.08642 1.41688
9 C 0.92244 -1.93167 1.77532
10 N -0.01354 -1.44705 0.98733
11 N -1.28383 -1.47063 1.47657
12 C -2.11325 -1.28421 0.49878
13 O -1.51865 -1.02571 -0.70451
14 C -3.55085 -1.28161 0.56524
15 C -4.16690 -1.41890 1.81686
16 C -5.54414 -1.43618 1.89409
17 C -6.30549 -1.32256 0.73486
18 C -5.69440 -1.18788 -0.50685
19 C -4.31666 -1.16420 -0.59964
20 C 2.70582 -1.80609 0.08765
21 O 1.77333 -1.31502 -0.75139
22 H 4.50190 -1.66118 -3.50427
23 H 3.30789 -0.63376 -2.68901
24 H 3.06170 -2.41395 -2.79145
25 H 5.94420 -2.59413 0.38969
26 H 5.23917 -3.08781 2.69972
27 H 2.86454 -2.78211 3.36639
28 H 0.58375 -2.28668 2.74430
29 H -3.56423 -1.50906 2.71010
30 H -6.02987 -1.54040 2.85401
31 H -7.38503 -1.33913 0.80143
32 H -6.29527 -1.10255 -1.40126
33 H -3.83917 -1.06123 -1.56435
34 Cl 0.14446 7.54858 -0.94112
35 C 0.18640 5.85023 -0.90196
36 C 0.15121 5.13983 -2.10802
37 C 0.18538 3.76963 -2.07863
38 C 0.25519 3.10271 -0.83900
39 C 0.29106 3.82880 0.36890
40 C 0.25672 5.19851 0.33602
41 C 0.28534 1.69817 -0.80948
42 O 0.24187 0.90915 -1.85562
43 O 0.34487 0.94995 0.25807
44 H 0.09784 5.67993 -3.04220
45 H 0.15817 3.20138 -2.99874
46 H 0.34437 3.30458 1.31374
47 H 0.28234 5.78343 1.24399

Atoms 1-6, force components in eV/Å:
-0.09 0.30 0.37
0.00 -0.02 0.00
0.00 0.05 -0.05
-0.01 -0.14 0.16
-0.01 0.05 -0.16
-0.07 -0.01 0.09

Results of the Mulliken charge analysis, in e, for atoms 1 through 4:
1. V 0.83
2. C -0.69
3. O -0.43
4. C 0.06



A molecular structure, C22H16ClN4O9Ta in a non-equilibrium geometry. Source: the OMol25 dataset; level of theory: ωB97M-V/def2-TZVPD.

Properties
Frontier orbital gap, eV: 5.97
ΔE to the lowest compared entry with this formula, charge and spin, kcal per mole: 5.4
Net charge: +2
Largest force on an atom, eV Å⁻¹: 1.05

CARTESIAN COORDINATES (ANGSTROEM)
1 Ta -0.62089 0.36723 -1.55892
2 O 3.37655 4.76716 -1.86300
3 C 3.98367 3.59019 -1.91372
4 O 5.16935 3.46395 -1.92310
5 C 3.11761 2.35540 -1.97587
6 C 3.62172 1.04289 -2.15463
7 Cl 5.17121 0.48409 -2.40329
8 N 2.59290 0.18813 -2.12093
9 N 1.43701 0.85978 -1.92094
10 C 1.76027 2.17693 -1.84924
11 C 0.56973 3.06151 -1.74914
12 O 0.56666 4.24053 -1.64392
13 O -0.55342 2.27695 -1.79873
14 C 2.53904 -1.24659 -2.29099
15 C 1.99877 -1.72532 -3.47500
16 C 1.87854 -3.10045 -3.62344
17 C 2.30880 -3.94731 -2.61270
18 C 2.87762 -3.44041 -1.44751
19 C 2.99409 -2.06944 -1.27357
20 H 2.40520 4.73279 -1.85762
21 H 1.75043 -1.04797 -4.28263
22 H 1.46727 -3.51162 -4.53511
23 H 2.21539 -5.01731 -2.73941
24 H 3.23213 -4.11412 -0.67998
25 H 3.43797 -1.63779 -0.38515
26 O -5.18193 -3.75587 -1.28345
27 C -4.30753 -2.96967 -1.40283
28 C -2.78018 -3.29759 -1.51314
29 O -2.25538 -4.36487 -1.49834
30 C -2.16191 -1.94979 -1.61511
31 C -3.06042 -0.93998 -1.59648
32 O -2.52667 0.28917 -1.75559
33 C -4.46732 -1.41089 -1.45560
34 O -5.46828 -0.77697 -1.37137
35 O -0.87801 -1.55282 -1.77910
36 N -0.55500 0.28976 0.43883
37 C -0.66104 0.44533 1.60582
38 N -0.75861 0.60151 2.84631
39 C -1.38936 -0.44657 3.72934
40 C -2.57747 0.16623 4.44880
41 C -2.17922 1.43817 5.19331
42 C -1.56383 2.46275 4.24333
43 C -0.35849 1.88998 3.51891
44 H -0.60402 -0.74976 4.42298
45 H -1.65656 -1.29576 3.10332
46 H -2.96344 -0.58437 5.13953
47 H -3.37154 0.37767 3.72776
48 H -1.46736 1.19485 5.98747
49 H -3.05382 1.86800 5.67856
50 H -1.22757 3.34583 4.78794
51 H -2.30315 2.79871 3.51156
52 H 0.44191 1.62001 4.20912
53 H 0.03861 2.55773 2.75662

Atoms 1-6, force components in eV/Å:
-0.25 -0.12 1.01
0.05 -0.03 0.04
0.02 0.05 -0.18
-0.03 -0.01 0.06
0.06 0.19 0.13
-0.04 -0.16 0.01

Results of the Mulliken charge analysis, in e, for atoms 1 through 4:
1. Ta 2.12
2. O -0.48
3. C 0.46
4. O -0.47



A molecular structure, C22H16F5NO5PdSSe. Source: the OMol25 dataset; level of theory: ωB97M-V/def2-TZVPD.

Properties
Frontier orbital gap (alpha / beta), eV: 6.53 / 6.39
ΔE to the lowest compared entry with this formula, charge and spin, kcal per mole: 31.4
Largest force on an atom, eV Å⁻¹: 0.56

CARTESIAN COORDINATES (ANGSTROEM)
1 Pd -0.33147 1.57733 0.92712
2 O 2.96087 4.25314 1.52263
3 C 1.68622 3.93096 1.80073
4 O 1.39605 2.87972 2.31556
5 C 0.75411 5.09159 1.48857
6 O -0.50248 4.75718 0.98127
7 C -0.58327 4.53822 -0.41837
8 C -0.30249 3.08347 -0.75570
9 O -1.28524 2.29038 -0.93414
10 O 0.89882 2.68665 -0.74544
11 H 3.48814 3.48718 1.79853
12 H 0.57116 5.56568 2.45839
13 H 1.28201 5.80555 0.85050
14 H -1.59638 4.80102 -0.71428
15 H 0.14365 5.16473 -0.94737
16 F -6.48391 -0.95267 -1.16695
17 C -5.53256 -0.43187 -0.39448
18 C -5.82493 0.61334 0.46528
19 F -7.06069 1.10754 0.51939
20 C -4.82088 1.14269 1.25669
21 F -5.14924 2.15873 2.06011
22 C -3.52154 0.65684 1.22966
23 Se -2.21885 1.48799 2.35089
24 C -3.26398 -0.39521 0.37351
25 F -2.04739 -0.94209 0.30491
26 C -4.24543 -0.93516 -0.44015
27 F -3.96055 -1.94806 -1.26131
28 N 1.19026 -0.09881 0.94418
29 S 0.81867 -1.60474 0.63237
30 C 0.54440 -1.81942 -1.11798
31 C 0.40154 -3.10200 -1.63701
32 C 0.09317 -3.25559 -2.97606
33 C -0.07852 -2.13621 -3.78541
34 C 0.05762 -0.86699 -3.25164
35 C 0.36840 -0.69557 -1.90601
36 C 2.26830 -2.60623 0.83904
37 C 2.36001 -3.36181 1.99720
38 C 3.51459 -4.09527 2.23827
39 C 4.56057 -4.06061 1.32978
40 C 4.46262 -3.29512 0.17309
41 C 3.31431 -2.56435 -0.07773
42 H 2.00710 0.21548 0.42153
43 H 0.53292 -3.97226 -1.00556
44 H -0.01729 -4.24873 -3.39040
45 H -0.32381 -2.26113 -4.83148
46 H -0.08438 0.00609 -3.87454
47 H 0.46258 0.30034 -1.49199
48 H 1.54050 -3.37776 2.70377
49 H 3.59382 -4.69267 3.13648
50 H 5.45824 -4.63323 1.52078
51 H 5.28101 -3.27226 -0.53407
52 H 3.22364 -1.97601 -0.98216

Atoms 1-6, force components in eV/Å:
0.26 -0.45 -0.20
-0.16 -0.09 0.11
0.26 0.01 -0.13
-0.19 0.09 -0.06
0.05 0.13 0.11
-0.07 -0.18 0.15

Results of the Mulliken charge analysis, in e, for atoms 1 through 4:
1. Pd 0.49
2. O -0.50
3. C 0.75
4. O -0.61



| no. | E (Eh) |
| --- | --- |
| 1 | -2722.5688 |
| 2 | -6658.4628 |
| 3 | -3362.7153 |
| 4 | -2737.2832 |
| 5 | -2260.8209 |
| 6 | -4705.6292 |